No. 1
Formula: C2ClF5
Source: the OMol25 dataset
Level of theory: ωB97M-V with the def2-TZVPD basis set

Output
ΔE to the lowest compared entry with this formula, charge and spin in kJ/mol: 422.0
HOMO level (alpha / beta) in eV: -10.73 / -10.76
Kohn-Sham gap (alpha / beta) in eV: 7.6 / 7.7
LUMO (alpha / beta) in eV: -3.1 / -3.1

Last column: natural (NBO) charge in e.
Positions of all 8 atoms, in Å:
C1 0.03372 0.27890 -0.82079  0.898
C2 0.60394 -0.38644 0.42841  0.279
F1 -0.44269 -0.63995 -1.66719  -0.295
F2 0.95570 0.98422 -1.45975  -0.288
F3 -0.98118 1.10355 -0.53109  -0.285
F4 1.67921 0.22095 0.91937  -0.250
F5 -1.89464 -0.50755 2.84047  -0.625
Cl1 -0.40408 -1.14484 1.49115  0.566



No. 2
Formula: C2ClFN4
Source: the OMol25 dataset
Level of theory: ωB97M-V with the def2-TZVPD basis set

Output
ΔE to the lowest compared entry with this formula, charge and spin in kJ/mol: 38.1
HOMO level in eV: -10.69
Kohn-Sham gap in eV: 9.5
LUMO in eV: -1.2
SMILES: Fc1nnnnc1Cl

Last column: natural (NBO) charge in e.
Positions of all 8 atoms, in Å:
F1 0.62668 2.10217 -0.15154  -0.274
C1 0.07483 0.88686 0.01537  0.554
N1 -1.22465 0.89926 0.20410  -0.215
N2 -1.79427 -0.27797 0.08191  -0.023
N3 -1.23233 -1.44510 -0.10792  0.007
N4 0.17553 -1.45232 -0.10008  -0.205
C2 0.82124 -0.31403 -0.01162  0.073
Cl1 2.55295 -0.39887 0.06979  0.082



No. 3
Formula: C2F3NO2
Source: the OMol25 dataset
Level of theory: ωB97M-V with the def2-TZVPD basis set

Output
ΔE to the lowest compared entry with this formula, charge and spin in kJ/mol: 350.0
HOMO level (alpha / beta) in eV: -11.82 / -11.67
Kohn-Sham gap (alpha / beta) in eV: 5.7 / 5.5
LUMO (alpha / beta) in eV: -6.1 / -6.2

Last column: natural (NBO) charge in e.
Positions of all 8 atoms, in Å:
C1 -1.14067 0.17326 -1.88009  0.610
C2 0.64659 -0.09502 1.10993  1.101
N1 -2.20055 0.65362 -2.13158  -0.156
O1 -0.12176 -0.37889 -1.70676  -0.200
O2 -0.29695 0.38044 0.43127  -0.392
F1 1.23333 0.96493 1.77079  -0.330
F2 1.56360 -0.65246 0.37046  -0.302
F3 0.31640 -1.04589 2.03599  -0.332



ΔE to the lowest compared entry with this formula, charge and spin of number 1 (C2ClF5)?
422.0 kJ/mol